Computed, not measured: a structure of composition C38H47BCsF6N15O4PSSb in a non-equilibrium geometry, with ωB97M-V/def2-TZVPD.

**Relative energy (zero: lowest compared OMol25 entry of this formula, charge and spin)**: 244.36 kJ/mol
**Lowest unoccupied orbital energy**: -0.57 eV
**Orbital gap**: 7.07 eV
**E_HOMO**: -7.6442 eV
**Spin multiplicity**: 1
**Net charge**: 0
**E**: -4222.67836 Ha

The geometry in XYZ format:
```
115
Properties=species:S:1:pos:R:3:forces:R:3:mulliken_charge:R:1
Cs -0.012329 0.685643 -0.742510 -0.06 -1.65 0.53 2.11
C 3.315222 1.165742 1.643057 -0.01 0.00 0.07 -0.59
C 3.186600 -0.010538 2.543932 0.06 -0.14 0.26 0.44
C 3.640897 -0.116734 3.885031 -0.02 0.10 -0.01 -1.19
C 3.317456 -1.384352 4.277007 -0.05 -0.12 -0.06 -0.24
N 2.710201 -1.992610 3.221428 0.29 0.09 0.06 1.17
N 2.625502 -1.136829 2.159714 -0.12 0.05 -0.16 -0.78
B 2.103462 -3.332315 2.994945 0.01 0.32 0.25 -0.18
N 0.502734 -3.166790 2.925850 0.02 -0.20 -0.05 -0.12
C -0.447046 -2.669045 3.706099 -0.16 0.05 -0.14 -0.29
C -1.480398 -2.202391 2.909633 0.05 -0.01 0.12 -1.24
C -1.112633 -2.392357 1.582574 -0.03 0.09 0.09 1.71
C -1.865380 -1.933502 0.391876 -0.05 0.04 -0.12 -0.44
N 0.087500 -3.020346 1.649132 -0.23 -0.01 0.20 -0.09
N 2.219548 -3.670408 1.481119 -0.05 -0.12 0.14 0.31
C 3.113704 -4.150812 0.627193 -0.10 -0.06 -0.27 -0.60
C 2.507342 -4.310130 -0.607799 0.09 0.08 0.13 -1.43
C 1.185387 -3.898483 -0.473274 -0.02 -0.10 -0.11 1.49
C 0.101930 -3.997159 -1.470698 -0.11 0.03 -0.18 -0.77
N 1.072189 -3.482075 0.801995 0.23 -0.05 -0.20 0.43
N 2.530704 -4.455274 3.882183 0.19 -0.27 -0.21 0.71
C 2.774145 -5.750793 3.546815 -0.06 0.04 0.02 -0.21
C 3.174777 -6.403757 4.679716 -0.02 -0.01 0.06 -1.12
C 3.144562 -5.418550 5.694391 0.00 -0.14 -0.16 0.75
C 3.475245 -5.586763 7.139949 -0.10 0.07 -0.06 -1.18
N 2.758187 -4.257356 5.200710 -0.04 0.22 0.17 -1.35
H 2.806109 2.016285 2.086121 -0.10 0.23 0.01 -0.12
H 4.365893 1.436728 1.529783 -0.01 0.01 -0.08 0.46
H 2.885452 0.964621 0.664663 0.03 -0.05 -0.03 0.01
H 4.129152 0.648222 4.464986 0.01 -0.03 0.02 0.47
H 3.455614 -1.922399 5.198422 0.03 0.05 0.02 0.53
H -0.328016 -2.668305 4.776413 0.08 0.05 0.00 0.55
H -2.387821 -1.728569 3.237848 0.01 0.06 -0.06 0.55
H -2.496315 -2.705272 -0.050637 0.04 -0.06 -0.01 0.71
H -2.503812 -1.115152 0.721167 -0.04 0.02 0.00 0.24
H -1.209803 -1.523536 -0.371267 -0.12 -0.40 -0.05 -1.46
H 4.122697 -4.354609 0.942465 -0.01 0.02 0.07 0.64
H 2.958358 -4.652958 -1.521191 -0.01 0.01 -0.01 0.52
H 0.420980 -3.541427 -2.406609 -0.02 0.08 0.02 0.11
H -0.096553 -5.050078 -1.678674 -0.04 0.00 0.11 0.50
H -0.811144 -3.515085 -1.148011 -0.08 -0.02 -0.10 -0.23
H 2.642339 -6.111339 2.539909 0.01 0.01 0.00 0.54
H 3.456944 -7.438212 4.778104 -0.01 0.00 -0.02 0.39
H 4.225888 -6.364713 7.267815 0.02 0.02 0.05 0.36
H 3.849244 -4.650921 7.550839 0.02 -0.02 0.03 0.34
H 2.586677 -5.875239 7.704196 0.03 -0.02 0.03 0.22
C -1.952608 -1.602421 -5.932089 0.16 -0.01 -0.09 -0.68
N -2.424213 -2.343436 -4.778847 -0.05 0.09 0.04 0.34
C -2.171486 -3.663709 -4.535671 0.00 -0.15 0.07 -0.31
C -2.824128 -3.960677 -3.374914 0.09 -0.08 0.03 -1.10
N -3.447585 -2.846752 -2.886023 -0.07 0.23 0.13 -0.07
C -3.187695 -1.881141 -3.748779 0.00 -0.21 -0.02 0.08
P -4.034031 -0.265091 -3.797101 0.15 -0.03 0.03 -0.43
C -4.598880 -0.088016 -2.071294 -0.11 0.26 0.12 0.24
N -4.256419 0.927470 -1.304563 0.27 -0.12 -0.06 -0.22
C -4.990307 0.806761 -0.163528 -0.10 -0.04 0.00 -0.99
C -5.815780 -0.278963 -0.253344 -0.02 0.09 0.07 -0.18
N -5.583775 -0.832140 -1.483416 0.13 -0.04 -0.08 0.25
C -6.266136 -1.992391 -2.015650 -0.04 -0.13 -0.03 -0.90
C -2.633370 0.898997 -3.799028 -0.13 0.05 0.27 -0.16
N -1.745672 1.075857 -2.839089 -0.68 0.16 -0.84 0.01
C -1.010915 2.156417 -3.207834 -0.22 0.24 -0.24 -0.42
C -1.444391 2.639085 -4.409157 0.08 0.13 0.01 -1.53
N -2.480764 1.842287 -4.781158 -0.13 -0.08 0.00 0.41
C -3.224306 1.964045 -6.016491 -0.04 0.04 -0.14 -0.99
H -2.122698 -2.185246 -6.836514 -0.07 0.00 0.02 0.44
H -0.890462 -1.380957 -5.844761 -0.02 0.05 0.07 0.19
H -2.502373 -0.667919 -6.006487 0.00 -0.03 -0.05 0.23
H -1.553306 -4.255760 -5.189133 -0.01 0.03 -0.01 0.50
H -2.905116 -4.910043 -2.869132 0.10 0.00 -0.02 0.52
H -4.883472 1.513441 0.643033 -0.04 -0.03 0.02 0.48
H -6.545057 -0.688924 0.425223 0.01 -0.03 -0.03 0.48
H -7.311783 -1.965797 -1.711504 0.01 0.06 -0.03 0.39
H -5.802915 -2.913117 -1.670078 0.04 0.00 0.00 0.28
H -6.210389 -1.979926 -3.102200 -0.03 0.02 -0.01 0.34
H -0.238526 2.555980 -2.577876 0.13 0.17 -0.16 0.62
H -1.102981 3.458946 -5.017814 -0.02 -0.02 -0.01 0.42
H -3.575672 2.986680 -6.145370 0.01 0.00 0.03 0.36
H -4.085069 1.300536 -5.983295 0.00 0.03 -0.01 0.39
H -2.598775 1.695340 -6.869194 0.00 0.00 0.02 0.36
C 2.565050 7.901158 -2.117755 -0.04 -0.04 0.07 -1.47
C 2.285393 7.296463 -0.768845 -0.01 0.02 -0.03 1.01
C 2.461407 5.937072 -0.536830 0.00 0.04 -0.04 -1.08
C 2.210151 5.389878 0.713107 -0.06 -0.06 0.05 0.23
C 1.778490 6.222685 1.728057 -0.06 -0.06 0.25 -0.19
C 1.580607 7.581249 1.521366 0.01 0.05 -0.05 -0.62
C 1.833855 8.111623 0.271160 0.00 -0.08 0.03 -0.66
S 1.508022 5.610012 3.362802 -0.18 0.05 0.29 1.30
O 1.830717 6.642218 4.311087 -0.12 0.03 -0.07 -0.75
O 2.176820 4.345528 3.520654 -0.08 -0.18 -0.39 -0.59
N -0.145814 5.475250 3.419716 0.21 -0.33 0.03 -0.36
C -0.851236 4.524722 2.531695 0.20 -0.13 -0.06 -0.73
C -0.719511 3.018091 2.812717 0.14 0.16 -0.24 -0.55
C -0.497580 2.154481 1.543399 -0.56 0.58 0.80 0.80
O -0.022787 2.688835 0.513417 0.16 2.88 1.74 -1.01
O -0.829046 0.948355 1.626033 -0.54 -0.08 1.77 -0.65
H 3.022148 7.176551 -2.789431 0.01 0.02 -0.02 0.35
H 3.233029 8.757552 -2.019351 0.01 0.00 -0.05 0.36
H 1.638758 8.256608 -2.573053 0.02 0.00 -0.04 0.31
H 2.801216 5.296384 -1.341654 0.00 0.00 0.01 0.38
H 2.328172 4.331604 0.899980 0.02 -0.03 -0.01 0.45
H 1.249686 8.194311 2.348956 0.01 0.05 -0.05 0.43
H 1.690368 9.170626 0.092964 0.01 0.01 0.02 0.40
H -0.393921 5.371018 4.400009 -0.02 0.13 -0.03 0.30
H -0.497703 4.707882 1.516646 -0.02 0.03 -0.02 0.27
H -1.899515 4.821246 2.576248 0.02 0.03 -0.10 0.39
H -1.601209 2.624152 3.318063 0.04 -0.01 0.06 0.38
H 0.145022 2.827583 3.449039 0.06 -0.01 0.07 0.28
F -0.020069 -1.132958 -2.441022 0.42 -1.33 -1.89 -0.55
Sb 1.569671 -0.737125 -3.476348 0.08 -1.20 -0.24 2.56
F 1.771878 0.854917 -2.460515 1.43 0.02 -1.55 -0.60
F 0.596964 0.134801 -4.841239 0.01 0.01 0.25 -0.61
F 2.483608 -1.731053 -2.125914 -0.06 0.29 -0.13 -0.63
F 1.256607 -2.394648 -4.372393 0.02 0.21 0.05 -0.62
F 3.180426 -0.456551 -4.396099 -0.08 0.05 0.07 -0.55
```
Positions in Å, forces in eV/Å.



Computed, not measured: the molecule C4H8N2 in a non-equilibrium geometry, with ωB97M-V/def2-TZVPD.

**Relative energy (zero: lowest compared OMol25 entry of this formula, charge and spin)**: 493.10 kJ/mol
**Lowest unoccupied orbital energy**: 0.37 eV
**Orbital gap**: 8.89 eV
**E_HOMO**: -8.5182 eV
**Spin multiplicity**: 1
**Net charge**: 0
**E**: -266.53419 Ha

The geometry in XYZ format:
```
14
Properties=species:S:1:pos:R:3:forces:R:3:nbo_charge:R:1
C -0.315227 0.941712 0.706076 0.21 -0.23 -2.24 -0.39
C -0.347026 0.451715 -1.040295 -2.44 1.18 0.67 -0.20
C -0.432699 -1.019435 -1.374718 0.30 0.00 0.33 -0.63
N 1.195709 0.259466 0.327495 0.90 -0.79 1.25 -0.35
N 1.124488 -0.178468 2.712475 -0.81 -0.54 1.78 -0.79
C 0.871534 0.186811 1.552713 1.07 0.39 -2.57 0.45
H 1.850845 -0.897582 2.697480 0.11 0.57 0.08 0.37
H -1.250979 0.488755 1.026226 0.34 -0.42 -0.01 0.25
H -0.317535 2.028043 0.658584 0.21 -0.22 0.46 0.23
H -1.328609 0.916371 -1.159279 -0.15 -0.13 -0.55 0.18
H 0.329145 0.997945 -1.691831 0.33 0.04 0.65 0.22
H -0.952530 -1.578891 -0.593737 0.00 0.01 -0.07 0.22
H 0.558702 -1.451863 -1.509699 -0.08 0.02 0.11 0.23
H -0.985817 -1.144578 -2.311490 0.00 0.12 0.12 0.22
```
Positions in Å, forces in eV/Å.



Computed, not measured: the molecule C19H21N5O4S2 in a non-equilibrium geometry, with ωB97M-V/def2-TZVPD.

**Relative energy (zero: lowest compared OMol25 entry of this formula, charge and spin)**: 165.19 kJ/mol
**Lowest unoccupied orbital energy**: 0.41 eV
**Orbital gap**: 9.03 eV
**E_HOMO**: -8.6195 eV
**SMILES string**: CCn1c(SCC(=O)Nc2ccc(S(N)(=O)=O)cc2)nnc1-c1cccc(OC)c1
**Spin multiplicity**: 1
**Net charge**: 0
**E**: -2107.76073 Ha

The geometry in XYZ format:
```
51
Properties=species:S:1:pos:R:3:forces:R:3:nbo_charge:R:1
C -3.075560 3.034298 -2.198807 0.23 -0.14 0.04 -0.61
H -3.365534 3.831786 -1.518234 -0.09 0.08 0.01 0.22
H -2.981879 3.446518 -3.199145 -0.03 0.08 -0.10 0.22
H -3.858519 2.279031 -2.202241 -0.08 -0.04 0.00 0.21
C -1.742586 2.433431 -1.764139 -0.05 0.28 -0.59 -0.22
N -1.831460 1.852024 -0.451387 0.08 -0.29 0.80 -0.35
C -1.853166 2.533915 0.729600 -0.10 0.03 0.02 0.16
N -1.914976 1.703079 1.738466 -0.36 0.85 0.13 -0.34
N -1.903644 0.461927 1.240150 -0.08 -1.07 -0.27 -0.28
C -1.859765 0.536717 -0.064579 -0.05 0.34 0.15 0.29
C -1.731581 -0.618635 -0.940674 0.12 -0.39 -0.27 0.00
C -2.482908 -0.780226 -2.102655 0.00 -0.02 0.01 -0.24
C -2.298998 -1.911546 -2.874088 -0.05 0.13 -0.01 -0.19
C -1.375932 -2.881793 -2.518724 0.23 -0.26 0.09 -0.29
C -0.623607 -2.723190 -1.359114 -0.19 0.25 -0.01 0.31
C -0.811287 -1.589443 -0.572400 -0.01 -0.10 -0.11 -0.24
H -0.234284 -1.471439 0.330705 0.08 0.03 0.11 0.24
O 0.321549 -3.594629 -0.911485 -0.08 0.25 0.15 -0.51
C 0.510733 -4.815161 -1.596565 0.03 -0.26 -0.14 -0.26
H 0.867881 -4.649162 -2.617266 -0.03 0.00 0.03 0.18
H -0.411019 -5.402811 -1.619005 0.03 0.03 0.00 0.18
H 1.271641 -5.349536 -1.030752 -0.05 -0.02 -0.08 0.22
H -1.255963 -3.750911 -3.145318 0.04 -0.09 -0.04 0.22
H -2.884681 -2.046718 -3.771018 -0.05 -0.03 -0.07 0.22
H -3.225029 -0.049589 -2.384107 -0.08 0.10 -0.02 0.21
S -1.663035 4.260011 0.843975 -0.04 0.34 0.08 0.28
C -0.644829 4.330566 2.365241 -0.12 -0.18 -0.36 -0.60
C 0.637811 3.545581 2.119917 -0.20 0.08 0.31 0.67
O 1.576027 4.024929 1.526278 0.19 0.14 -0.16 -0.60
N 0.573726 2.273153 2.601430 -0.02 -0.17 0.49 -0.62
C 1.403313 1.196771 2.278879 0.25 -0.13 -0.14 0.15
C 2.645025 1.352949 1.664118 0.03 0.09 -0.06 -0.24
C 3.376428 0.231802 1.312842 0.03 -0.01 0.03 -0.18
C 2.879095 -1.027432 1.582270 0.43 -0.54 -0.08 -0.36
C 1.663898 -1.195304 2.218359 -0.07 0.02 0.15 -0.21
C 0.924817 -0.083641 2.572493 0.13 0.03 -0.04 -0.18
H -0.038749 -0.198103 3.045779 -0.09 -0.03 0.04 0.23
H 1.320524 -2.195808 2.429656 -0.14 -0.09 0.09 0.24
S 3.774596 -2.468138 1.017803 -0.20 0.04 -0.65 2.31
O 5.161111 -2.141284 0.880210 -0.11 0.31 -0.10 -0.94
O 3.385815 -3.608429 1.789225 -0.36 0.10 0.01 -0.94
N 3.183345 -2.710950 -0.524343 0.54 -0.25 0.73 -1.07
H 2.203480 -2.955821 -0.540330 -0.28 0.01 0.05 0.41
H 3.414932 -1.962374 -1.154776 0.10 0.22 -0.10 0.39
H 4.340859 0.319355 0.837906 0.12 0.11 -0.04 0.24
H 3.017322 2.341572 1.453582 0.01 0.00 0.01 0.26
H -0.324059 1.982664 2.983467 0.20 0.26 -0.21 0.43
H -0.419246 5.388162 2.492148 0.03 -0.09 0.03 0.26
H -1.239616 3.951754 3.193497 0.06 0.06 0.04 0.24
H -0.980661 3.219576 -1.731483 0.00 -0.19 -0.03 0.23
H -1.421356 1.650501 -2.455361 0.04 0.13 0.11 0.23
```
Positions in Å, forces in eV/Å.